[1]
An isolated molecule of C3H6N2, computed with the ωB97M-V functional and the def2-TZVPD basis.

E_tot: -6187.4849 eV
Spin multiplicity: 1
Energy relative to the best compared isomer or geometry (same formula, charge and spin): 24.4 kcal per mole
Structure (SMILES): CNCC#N
Frontier orbital gap: 10.81 eV

The geometry in XYZ format:
```
11
C3H6N2 (the ωB97M-V functional and the def2-TZVPD basis)
N 0.652 0.461 -0.476
N -2.599 -0.655 -0.186
C -1.723 0.087 0.021
C 1.068 -0.792 0.132
C -0.517 0.949 0.191
H -0.265 0.995 1.261
H -0.748 1.978 -0.196
H 0.212 -1.509 0.279
H 1.663 -0.547 1.058
H 0.498 0.354 -1.441
H 1.759 -1.323 -0.644
```

***

[2]
A structure of composition C3H6N2, computed with the ωB97M-V functional and the def2-TZVPD basis.

E_tot: -6183.7863 eV
Spin multiplicity: 1
Energy relative to the best compared isomer or geometry (same formula, charge and spin): 109.7 kcal per mole
Frontier orbital gap (spin up / spin down): 8.70 / 8.70 eV

The geometry in XYZ format:
```
11
C3H6N2 (the ωB97M-V functional and the def2-TZVPD basis)
N 0.808 0.854 0.220
N 0.462 -2.380 -0.583
C 0.365 1.798 -0.505
C -0.583 0.736 0.885
C -1.036 1.831 0.204
H -0.889 0.044 1.614
H 1.152 -3.093 -0.826
H 0.893 -1.625 -0.315
H -0.092 -2.729 0.205
H -2.008 2.070 0.161
H 0.927 2.495 -1.061
```

***

[3]
A cluster of 2 separate species, C3H6N2 in total, computed with the ωB97M-V functional and the def2-TZVPD basis.

E_tot: -6182.8142 eV
Spin multiplicity: 1
Energy relative to the best compared isomer or geometry (same formula, charge and spin): 132.2 kcal per mole
Frontier orbital gap: 9.55 eV

The geometry in XYZ format:
```
11
C3H6N2 (the ωB97M-V functional and the def2-TZVPD basis)
N 1.792 -0.273 -1.600
N 0.800 0.121 -0.941
C -1.314 -0.222 0.208
C -0.338 0.667 0.942
C 0.261 -0.388 0.137
H -0.187 1.592 0.580
H 1.106 -1.750 0.835
H 1.900 0.408 -2.415
H -0.197 0.658 2.015
H -1.954 0.015 -0.645
H -1.870 -0.830 0.883
```

***

[4]
An isolated molecule of C3H6N2, computed with the ωB97M-V functional and the def2-TZVPD basis.

E_tot: -6187.5608 eV
Spin multiplicity: 1
Energy relative to the best compared isomer or geometry (same formula, charge and spin): 22.7 kcal per mole
Structure (SMILES): CN(C)C#N
Frontier orbital gap: 10.03 eV

The geometry in XYZ format:
```
11
C3H6N2 (the ωB97M-V functional and the def2-TZVPD basis)
N 3.292 0.000 -0.066
N 0.846 -0.001 0.207
C 2.146 -0.001 0.026
C 0.111 1.231 0.034
C 0.109 -1.231 0.034
H -0.319 1.306 -0.972
H 0.775 2.077 0.198
H -0.701 1.268 0.765
H -0.695 -1.273 0.773
H -0.331 -1.300 -0.968
H 0.775 -2.078 0.186
```

***

What did the second record say?
A structure of composition C3H6N2, computed with the ωB97M-V functional and the def2-TZVPD basis.

E_tot: -6183.7863 eV
Spin multiplicity: 1
Energy relative to the best compared isomer or geometry (same formula, charge and spin): 109.7 kcal per mole
Frontier orbital gap (spin up / spin down): 8.70 / 8.70 eV

The geometry in XYZ format:
```
11
C3H6N2 (the ωB97M-V functional and the def2-TZVPD basis)
N 0.808 0.854 0.220
N 0.462 -2.380 -0.583
C 0.365 1.798 -0.505
C -0.583 0.736 0.885
C -1.036 1.831 0.204
H -0.889 0.044 1.614
H 1.152 -3.093 -0.826
H 0.893 -1.625 -0.315
H -0.092 -2.729 0.205
H -2.008 2.070 0.161
H 0.927 2.495 -1.061
```

***

Which formula does entry 4 have? C3H6N2